[1]
This record from OMol25 describes a cluster of 8 separate species, C39H78Br2N12O8P2 in total in a non-equilibrium geometry. The level of theory is ωB97M-V with the def2-TZVPD basis set.

Structure (XYZ):
```
141
Properties=species:S:1:pos:R:3
C 1.01 6.24 4.41
C -0.48 5.76 3.83
C -0.64 4.10 3.84
C -0.46 3.60 2.27
C 0.96 4.24 1.66
C -0.33 1.98 2.08
C 0.61 1.23 3.24
C 0.79 -0.40 3.22
P 1.83 -1.23 4.60
N 0.84 -2.23 5.45
C 0.06 -1.33 2.04
N 0.32 -2.81 2.18
C -0.45 -3.49 1.08
C -0.35 -5.16 1.06
N 0.69 -5.52 0.02
C 2.10 -5.13 0.46
C -1.39 -2.82 -0.06
P -2.33 -3.89 -1.37
N -3.15 -2.74 -2.50
O -3.66 -4.76 -0.62
N -1.56 -1.34 -0.15
C -0.84 -0.56 0.92
C -1.07 1.10 0.86
C -1.99 1.80 -0.30
Br -1.15 3.42 -1.17
C -3.57 2.00 0.10
C -3.90 3.29 1.06
Br -4.74 1.91 -1.56
H 0.94 6.96 5.34
H 1.64 6.82 3.58
H 1.68 5.31 4.74
H -0.72 6.21 2.77
H -1.27 6.28 4.57
H 0.20 3.71 4.56
H -1.73 3.88 4.19
H -1.32 4.11 1.67
H 1.28 3.61 0.73
H 0.64 5.31 1.22
H 1.80 4.32 2.47
H 1.17 1.82 4.10
H 2.36 -0.28 5.55
H 2.86 -2.08 4.04
H 0.85 -1.94 6.46
H -0.09 -5.55 2.15
H -1.39 -5.62 0.77
H 0.72 -6.57 -0.15
H 2.80 -6.06 0.23
H 2.08 -4.91 1.63
H 2.52 -4.18 -0.12
H -2.59 -1.87 -2.60
H -4.09 -2.44 -2.11
H -3.60 -4.64 0.37
H -2.01 1.02 -1.20
H -3.87 1.03 0.72
H -5.08 3.42 1.15
H -3.54 2.99 2.16
H -3.33 4.28 0.80
C 0.13 -4.90 -4.99
O 0.15 -5.07 -3.78
N -0.41 -3.81 -5.63
C -0.39 -3.68 -7.08
C -1.04 -2.77 -4.85
H 0.58 -5.63 -5.68
H 0.15 -2.76 -7.34
H -1.41 -3.62 -7.45
H 0.11 -4.53 -7.54
H -0.30 -2.35 -4.16
H -1.86 -3.20 -4.27
H -1.42 -1.97 -5.50
C -2.47 0.05 -7.50
O -2.46 -1.09 -7.07
N -2.83 1.17 -6.78
C -2.82 2.50 -7.36
C -3.24 1.02 -5.40
H -2.18 0.28 -8.54
H -2.13 3.13 -6.79
H -3.83 2.92 -7.31
H -2.50 2.47 -8.40
H -2.42 0.56 -4.83
H -4.11 0.35 -5.35
H -3.50 1.99 -4.96
C -3.29 4.83 -4.33
O -2.77 4.17 -5.22
N -4.54 5.40 -4.38
C -5.08 6.18 -3.29
C -5.35 5.22 -5.57
H -2.76 5.04 -3.38
H -6.00 5.71 -2.94
H -5.30 7.19 -3.65
H -4.37 6.24 -2.46
H -5.51 4.15 -5.73
H -4.81 5.62 -6.43
H -6.31 5.72 -5.47
C 3.22 2.23 6.59
O 2.37 2.94 6.08
N 4.19 2.66 7.47
C 5.17 1.75 8.04
C 4.24 4.06 7.84
H 3.27 1.15 6.38
H 5.07 1.77 9.13
H 6.17 2.09 7.75
H 5.02 0.73 7.67
H 3.29 4.34 8.30
H 4.38 4.66 6.93
H 5.06 4.25 8.54
C 3.86 0.23 -2.42
O 4.58 0.93 -3.13
N 3.16 -0.88 -2.84
C 2.33 -1.65 -1.93
C 3.24 -1.28 -4.23
H 3.73 0.45 -1.35
H 2.70 -2.68 -1.91
H 1.30 -1.64 -2.30
H 2.36 -1.24 -0.92
H 4.29 -1.50 -4.47
H 2.89 -0.46 -4.86
H 2.63 -2.17 -4.41
C -3.02 -5.80 -6.20
O -2.51 -6.47 -7.09
N -4.28 -5.23 -6.25
C -4.82 -4.45 -5.16
C -5.08 -5.41 -7.44
H -2.50 -5.59 -5.25
H -5.74 -4.92 -4.81
H -5.04 -3.44 -5.52
H -4.11 -4.39 -4.33
H -5.25 -6.49 -7.60
H -4.55 -5.01 -8.30
H -6.05 -4.91 -7.34
C 6.82 -1.93 9.39
O 5.97 -1.22 8.88
N 7.79 -1.50 10.27
C 8.77 -2.41 10.84
C 7.84 -0.10 10.64
H 6.87 -3.01 9.18
H 8.67 -2.40 11.92
H 9.77 -2.07 10.55
H 8.62 -3.43 10.47
H 6.89 0.18 11.10
H 7.98 0.50 9.73
H 8.66 0.08 11.34
```

Computed properties:
HOMO-LUMO gap in eV: 6.43
SMILES string: CCC[C@@H](C)c1cc([PH2]=N)c2nc(CNC)c(P(N)O)nc2c1[C@H](Br)[C@@H](C)Br.CN(C)C=O.CN(C)C=O.CN(C)C=O.CN(C)C=O.CN(C)C=O.CN(C)C=O.CN(C)C=O

[2]
This record from OMol25 describes the ion C6H17N2 with charge +1 in a non-equilibrium geometry. The level of theory is ωB97M-V with the def2-TZVPD basis set.

Structure (XYZ):
```
25
Properties=species:S:1:pos:R:3
N -1.40 -1.62 -0.77
C -0.03 -1.14 -1.21
C 0.74 -2.35 -1.75
C 0.68 -0.53 0.01
N -0.32 -0.07 1.00
C 1.07 1.93 1.73
C -0.26 1.37 1.26
C -0.88 2.17 0.13
H -1.26 -2.36 -0.09
H -1.84 -0.83 -0.28
H -1.95 -1.75 -1.61
H -0.19 -0.37 -1.96
H 0.12 -3.25 -1.70
H 1.02 -2.30 -2.81
H 1.66 -2.61 -1.25
H 1.37 0.28 -0.22
H 1.33 -1.26 0.50
H -0.19 -0.52 1.90
H 0.97 2.96 2.08
H 1.82 1.99 0.97
H 1.54 1.45 2.59
H -0.89 1.65 2.08
H -0.85 3.24 0.33
H -0.33 2.04 -0.81
H -1.91 1.88 -0.09
```

Computed properties:
HOMO-LUMO gap in eV: 10.32
SMILES string: CC(C)NC[C@@H](C)[NH3+]
Net charge: +1
ΔE to the lowest compared entry with this formula, charge and spin in eV: 0.742

[3]
This record from OMol25 describes a structure of composition C10H14Cl2IrNOSSe3Te2 in a non-equilibrium geometry. The level of theory is ωB97M-V with the def2-TZVPD basis set.

Structure (XYZ):
```
35
Properties=species:S:1:pos:R:3
Ir -0.91 -0.24 -1.11
Se -1.56 0.64 -3.48
Se -3.78 0.94 -3.47
Te -4.81 0.16 -1.23
Se -3.32 -1.54 -0.41
Cl -0.55 -0.12 1.48
C 1.15 0.09 1.75
C 1.63 -0.05 3.03
C 2.98 0.11 3.27
C 3.85 0.38 2.23
C 3.37 0.50 0.93
Cl 4.45 0.79 -0.36
C 1.99 0.39 0.67
S 1.42 0.69 -0.95
H 0.95 -0.28 3.84
H 3.36 0.01 4.28
H 4.90 0.50 2.41
C -0.89 3.56 -0.74
C -1.95 2.75 -0.06
N -2.44 3.21 1.09
O -2.36 1.67 -0.52
H -0.76 4.54 -0.28
H -1.16 3.67 -1.79
H 0.05 3.02 -0.70
H -2.12 4.06 1.52
H -3.15 2.68 1.57
C -1.15 -3.75 -2.54
Te 0.51 -2.44 -2.17
C 1.07 -3.40 -0.33
H -0.79 -4.75 -2.78
H -1.69 -3.36 -3.40
H -1.80 -3.76 -1.67
H 0.23 -3.41 0.35
H 1.90 -2.85 0.11
H 1.39 -4.42 -0.55
```

Computed properties:
HOMO-LUMO gap (spin up / spin down) in eV: 5.96 / 5.05
Net charge: +1
Spin multiplicity: 2

[4]
This record from OMol25 describes a structure of composition C41H41ClN4O3P2Se2V in a non-equilibrium geometry. The level of theory is ωB97M-V with the def2-TZVPD basis set.

Structure (XYZ):
```
95
Properties=species:S:1:pos:R:3
V 0.23 -1.95 0.72
Se 0.19 5.45 2.57
P 0.77 3.82 1.32
C 0.22 4.14 -0.40
C -0.89 4.95 -0.63
C -1.32 5.19 -1.93
C -0.62 4.67 -3.01
C 0.51 3.90 -2.78
C 0.92 3.62 -1.49
C 2.59 3.76 1.13
C 3.33 4.89 1.43
C 4.70 4.91 1.22
C 5.35 3.80 0.71
C 4.61 2.65 0.41
C 3.24 2.63 0.62
C 0.32 2.14 1.72
C -0.64 1.16 1.35
N -0.09 -0.04 1.68
N 1.05 0.21 2.35
N 1.30 1.48 2.36
P -2.32 1.43 0.84
Se -3.94 0.24 1.57
C -2.74 3.10 1.42
C -3.48 3.99 0.65
C -4.02 5.13 1.21
C -3.85 5.38 2.57
C -3.12 4.49 3.35
C -2.57 3.36 2.78
C -2.36 1.38 -0.98
C -1.20 1.05 -1.68
C -1.24 0.89 -3.06
C -2.43 1.07 -3.74
C -3.59 1.39 -3.05
C -3.56 1.53 -1.67
H -1.39 5.40 0.21
H -2.20 5.80 -2.09
H -0.96 4.86 -4.02
H 1.07 3.49 -3.62
H 1.80 3.01 -1.33
H 2.82 5.76 1.84
H 5.27 5.80 1.46
H 6.42 3.81 0.55
H 5.10 1.77 0.03
H 2.69 1.73 0.41
H -3.62 3.80 -0.41
H -4.57 5.82 0.60
H -4.27 6.27 3.01
H -2.96 4.69 4.40
H -2.00 2.67 3.39
H -0.28 0.89 -1.14
H -0.34 0.61 -3.59
H -2.46 0.94 -4.82
H -4.53 1.51 -3.58
H -4.47 1.70 -1.12
C -3.92 -3.29 -0.21
C -3.39 -4.16 0.94
C -2.53 -3.16 1.71
O -1.97 -2.30 0.69
C -2.71 -2.43 -0.55
H -4.73 -2.65 0.15
H -4.27 -3.86 -1.06
H -2.76 -4.96 0.55
H -4.18 -4.59 1.55
H -1.71 -3.63 2.24
H -3.13 -2.54 2.38
H -2.05 -2.92 -1.27
H -2.97 -1.43 -0.89
C 4.06 -0.88 0.54
C 3.28 -2.20 0.60
C 3.62 -3.06 -0.63
C 3.66 -2.97 1.88
N 1.88 -1.92 0.62
H 5.14 -1.06 0.56
H 3.79 -0.26 1.39
H 3.81 -0.35 -0.38
H 4.70 -3.22 -0.72
H 3.26 -2.56 -1.53
H 3.12 -4.03 -0.56
H 4.73 -3.22 1.89
H 3.08 -3.88 1.94
H 3.42 -2.35 2.75
Cl 1.77 -9.75 -2.52
C 1.35 -8.22 -1.79
C 1.22 -8.13 -0.42
C 0.87 -6.91 0.15
C 0.65 -5.79 -0.65
C 0.80 -5.90 -2.03
C 1.14 -7.11 -2.61
C 0.25 -4.48 -0.02
O 0.14 -4.41 1.22
O 0.06 -3.50 -0.80
H 1.39 -9.00 0.20
H 0.76 -6.80 1.22
H 0.63 -5.02 -2.63
H 1.25 -7.21 -3.68
```

Computed properties:
HOMO-LUMO gap (spin up / spin down) in eV: 2.70 / 2.14
Net charge: -2
Spin multiplicity: 2

[5]
This record from OMol25 describes an isolated molecule of C2H3N3 in a non-equilibrium geometry. The level of theory is ωB97M-V with the def2-TZVPD basis set.

Structure (XYZ):
```
8
Properties=species:S:1:pos:R:3
N -0.73 0.66 0.04
C -0.67 -0.66 -0.12
N 0.60 -1.03 -0.17
C 1.22 0.22 -0.01
N 0.49 1.22 0.15
H -1.55 1.26 0.04
H -1.53 -1.30 -0.21
H 2.16 -0.38 0.27
```

Computed properties:
HOMO-LUMO gap in eV: 11.44
SMILES string: c1nc[nH]n1
ΔE to the lowest compared entry with this formula, charge and spin in eV: 1.534